# 1
Below is C10H17NSi in the gas phase, with properties calculated with the ωB97M-V functional and the def2-TZVPD basis.

Each line ends with the Mulliken charge.
Cartesian coordinates (Å):
C  -1.43178  2.93443  -1.15865  -0.491
C  -1.99470  2.56651  0.05429  -0.473
C  -0.98196  2.01108  -2.10289  -0.686
C  -1.90705  1.25058  0.46485  -0.415
C  -0.87924  0.68600  -1.68506  -0.380
C  -1.34479  0.33432  -0.42815  0.539
N  1.49860  -1.51829  -1.72485  -0.487
C  1.11094  0.79153  1.07354  -1.081
C  0.62056  -2.03763  2.55418  -1.076
C  -1.02850  -1.03665  0.04037  -1.203
C  1.95490  -1.80022  -0.36321  -0.609
Si  0.71703  -1.07456  0.91509  0.189
H  -1.35657  3.95024  -1.51443  0.374
H  -2.66664  3.19601  0.62186  0.377
H  -0.48219  2.39587  -3.02512  0.303
H  -2.41239  0.90044  1.37948  0.365
H  -0.55256  -0.04135  -2.43730  0.606
H  1.57660  -0.54781  -2.07083  0.238
H  2.04288  -2.10003  -2.40839  0.222
H  1.07066  1.34272  0.12838  0.318
H  2.12787  0.86071  1.48753  0.405
H  0.46833  1.21742  1.80558  0.329
H  -0.04337  -1.65900  3.32546  0.352
H  0.31297  -3.10337  2.38187  0.312
H  1.59681  -2.02605  3.00316  0.335
H  -1.81148  -1.40472  0.70534  0.591
H  -0.98652  -1.82016  -0.77994  0.399
H  2.93244  -1.40641  -0.12771  0.358
H  1.84914  -2.86161  -0.11448  0.289

Atoms 1-6, force components in eV/Å:
-0.051 0.606 -1.275
-0.576 -0.352 0.060
1.343 0.379 0.933
-0.610 -0.226 -0.843
-0.762 0.711 -1.415
0.694 -1.106 0.239

Energy above the lowest of the compared OMol25 structures with the same formula, charge and spin (kJ/mol): 0.0
E_LUMO (eV): 0.92
HOMO (eV): -8.27
Gap between HOMO and LUMO (eV): 9.2
E_tot (hartree): -735.4810
Structure (SMILES): C[Si](C)(CN)Cc1ccccc1
Maximum force (eV/A): 2.08

# 2
Below is a molecular structure, C10H15Cl2LaNS, with properties calculated with the ωB97M-V functional and the def2-TZVPD basis.

Each line ends with the Mulliken charge.
Cartesian coordinates (Å):
La  0.91480  -0.13233  0.85521  1.241
Cl  0.57036  -2.70278  0.26482  -0.724
Cl  1.97969  2.19532  1.62047  -0.729
C  2.44313  -0.02901  -0.90918  -1.366
H  3.10357  0.70140  -0.39674  0.365
H  2.87563  -1.00436  -1.15798  0.338
C  -0.78568  0.66601  -0.51736  -0.258
C  1.14481  0.41964  -1.45236  0.030
H  -1.36058  0.73226  0.49042  -0.234
C  0.72953  -0.40494  -2.65748  -0.672
H  1.06412  1.54049  -1.54743  0.330
C  -0.43663  0.13214  -3.49998  -0.681
H  1.63608  -0.42352  -3.28474  0.363
H  0.53842  -1.44868  -2.35120  0.170
C  -1.73346  0.09287  -2.70526  -0.654
H  -0.22700  1.15549  -3.83785  0.352
H  -0.55297  -0.48495  -4.40132  0.319
C  -1.68738  1.14996  -1.58642  -0.431
H  -2.58075  0.27493  -3.36615  0.392
H  -1.83260  -0.90708  -2.26117  0.289
H  -1.28646  2.12335  -1.93809  0.226
H  -2.72091  1.31507  -1.22751  0.364
S  -1.63931  -0.51776  5.26239  -0.144
C  0.04164  -0.90840  5.57671  -0.241
C  0.77833  -0.79405  4.42016  -0.498
N  0.02555  -0.42316  3.29807  -0.170
C  -1.26240  -0.23188  3.59518  -0.046
H  0.43391  -1.19776  6.54228  0.392
H  1.85182  -0.96080  4.31176  0.345
H  -2.02526  0.07254  2.86074  0.332

Atoms 1-6, force components in eV/Å:
-2.536 -0.904 4.891
0.029 -1.535 0.044
0.669 1.131 0.767
-0.371 1.199 -1.454
-0.532 -0.393 -0.511
-0.531 0.283 -0.009

Energy above the lowest of the compared OMol25 structures with the same formula, charge and spin (kJ/mol): 43.1
Charge: -1
E_LUMO (spin up / spin down) (eV): 2.17 / 2.17
HOMO (spin up / spin down) (eV): -2.28 / -2.28
Gap between HOMO and LUMO (spin up / spin down) (eV): 4.5 / 4.5
E_tot (hartree): -1794.9295
Maximum force (eV/A): 5.58

What is the E_tot in the second record? -1794.9295 hartree

The highest E_tot belongs to which entry? C10H17NSi

Which formula does entry 1 have? C10H17NSi